1.
Below is 2 unconnected molecules or ions with the total composition C4H13NO at a distorted geometry, with properties calculated with wB97M-V/def2-TZVPD.

Each line ends with the Löwdin charge.
Atoms and positions in Å:
C -0.0558 -2.0898 0.5907  -0.109
C -0.0357 -1.6169 -0.8755  -0.252
C -0.4542 -0.1835 -1.0767  -0.270
N 0.5613 0.7765 -0.6179  -0.127
C 0.1648 2.1505 -0.8714  -0.157
H -1.0692 -2.1260 0.9902  0.071
H 0.3513 -3.0986 0.6721  0.066
H 0.5531 -1.4374 1.2133  0.047
H 0.9929 -1.7921 -1.1949  0.106
H -0.7184 -2.2119 -1.4868  0.102
H -0.6147 0.0233 -2.1370  0.112
H -1.4143 0.0306 -0.5802  0.115
H 0.7913 0.6267 0.3547  0.056
H 0.3368 2.3845 -1.9240  0.074
H -0.9005 2.3471 -0.6945  0.071
H 0.7445 2.8430 -0.2585  0.075
H 0.0636 1.4701 1.9574  0.020
H 0.4593 1.1559 3.3824  0.033
O 0.2440 0.7479 2.5565  -0.034

Atoms 1-2, force components in eV/Å:
C -0.232 -0.012 -0.375
C -0.033 -0.509 0.627

* F_max: 1.1 eV Å⁻¹
* SMILES: CCCNC.O
* orbital gap: 0.344 Ha
* electronic energy: -7896.087 eV
* energy above the lowest of the compared OMol25 structures with the same formula, charge and spin: 0.5740 eV
* charge: 0
* LUMO level: 0.70 eV



2.
Below is 3 unconnected molecules or ions with the total composition C4H13NO2 at a distorted geometry, with properties calculated with wB97M-V/def2-TZVPD.

Each line ends with the Mulliken spin population.
Atoms and positions in Å:
C 1.2363 -1.4182 -1.0093  0.005
C 1.0103 0.0648 -0.7906  0.310
C -0.2611 0.6567 -1.3116  0.126
C -1.2611 -0.0510 -1.8561  -0.087
N -0.3800 2.0515 -1.1136  0.182
H 0.3769 -1.9001 -0.5425  0.032
H 1.2403 -1.6586 -2.0768  -0.002
H 2.1912 -1.7366 -0.6031  -0.055
H 1.1204 0.2713 0.2865  -0.053
H 1.8160 0.7246 -1.1482  -0.009
H -1.2041 -1.1123 -2.0150  -0.031
H -2.0722 0.5461 -2.2586  -0.012
H 0.2093 2.3074 -0.3308  -0.137
H -1.3296 2.3703 -1.1403  -0.006
H 0.4349 1.1562 3.4185  -0.215
H -0.5059 1.5967 2.2160  -0.151
O 0.3150 1.7780 2.6622  0.815
H -1.3228 -2.5537 2.7568  -0.369
H -0.8260 -1.1146 2.6533  -0.069
O -0.7878 -1.9782 2.2030  0.724

Atoms 1-2, force components in eV/Å:
C -0.495 0.519 -0.613
C 0.871 0.969 0.586

* F_max: 1.7 eV Å⁻¹
* orbital gap (alpha / beta): 0.122 / 0.325 Ha
* electronic energy: -9942.673 eV
* multiplicity: 2
* ⟨S²⟩: 0.750
* energy above the lowest of the compared OMol25 structures with the same formula, charge and spin: 0.1239 eV
* charge: -1
* LUMO level (alpha / beta): 3.91 / 3.67 eV



3.
Below is 3 unconnected molecules or ions with the total composition C4H13NO2 at a distorted geometry, with properties calculated with wB97M-V/def2-TZVPD.

Each line ends with the Löwdin charge.
Atoms and positions in Å:
C -1.6535 -1.3917 0.4263  -0.093
C -0.8581 -0.2150 -0.0719  -0.392
C -1.0350 0.9977 0.4692  -0.173
N -1.8850 1.2637 1.5504  0.056
C -0.4128 -0.3367 -1.5286  -0.069
H -1.3368 -2.3413 -0.0003  0.073
H -2.7360 -1.3732 0.2275  0.084
H -1.5853 -1.4497 1.5203  0.074
H -0.5345 1.8625 0.0559  0.120
H -2.3497 2.1408 1.5335  0.069
H -2.5446 0.5236 1.7346  0.062
H 0.0802 -1.3116 -1.6110  0.072
H 0.2708 0.4560 -1.8146  0.061
H -1.3434 -0.4303 -2.0920  0.082
H 2.4192 0.2869 -0.7558  -0.007
H 3.5818 1.2808 -1.2177  0.021
O 2.6709 1.0329 -1.3332  -0.076
H 2.6264 -1.5240 1.2891  0.033
H 1.2832 -0.8470 0.8920  0.050
O 2.1795 -1.1078 0.5701  -0.049

Atoms 1-2, force components in eV/Å:
C -0.213 -0.144 0.784
C -0.933 0.298 -1.010

* F_max: 1.8 eV Å⁻¹
* SMILES: CC(C)=CN.O.O
* orbital gap: 0.319 Ha
* electronic energy: -9943.393 eV
* energy above the lowest of the compared OMol25 structures with the same formula, charge and spin: 0.8033 eV
* charge: 0
* LUMO level: 0.72 eV



4.
Below is 2 unconnected molecules or ions with the total composition C4H13NO2 at a distorted geometry, with properties calculated with wB97M-V/def2-TZVPD.

Each line ends with the Löwdin charge.
Atoms and positions in Å:
C 0.6653 -0.8161 1.8937  -0.270
O 0.0619 0.3542 2.4511  -0.103
C 0.8482 -0.4569 0.4744  -0.414
C 0.9566 -1.6213 -0.4723  -0.248
C -0.4215 -2.1302 -0.9487  -0.127
N 2.0268 0.5308 0.4289  0.035
H 1.5799 -0.9751 2.6176  0.149
H 0.1423 -1.7182 2.2513  0.117
H -0.8547 0.2201 2.7342  0.091
H -0.0695 0.1562 0.2190  0.155
H 1.7511 -1.4668 -1.3458  0.142
H 1.3875 -2.6394 -0.0271  0.133
H -1.2622 -2.0340 -0.0388  0.133
H -0.4795 -3.1346 -1.2269  0.031
H -0.8058 -1.4925 -1.7182  0.051
H 2.6913 0.2055 1.1156  0.048
H 1.7579 1.4901 0.7233  0.078
H -3.9547 3.4049 -2.7360  0.078
H -2.8924 4.2344 -3.1732  -0.005
O -3.2457 3.4183 -3.4610  -0.073

Atoms 1-2, force components in eV/Å:
C 0.309 -0.367 4.054
O -0.702 0.537 1.046

* F_max: 4.3 eV Å⁻¹
* SMILES: CC[C@H](N)CO.O
* orbital gap: 0.368 Ha
* electronic energy: -9941.863 eV
* energy above the lowest of the compared OMol25 structures with the same formula, charge and spin: 2.3335 eV
* charge: 0
* LUMO level: 0.76 eV



5.
Below is 3 unconnected molecules or ions with the total composition C4H13NO2 at a distorted geometry, with properties calculated with wB97M-V/def2-TZVPD.

Each line ends with the Löwdin charge.
Atoms and positions in Å:
C -2.8467 -1.2997 0.9565  -0.079
C -2.2625 -0.2430 1.8257  -0.358
C -0.9592 0.0054 1.9494  -0.180
N 0.0195 -0.6494 1.1842  0.052
C -3.2319 0.3900 2.8224  -0.086
H -3.0500 -1.0673 -0.0913  0.080
H -2.1244 -2.1353 0.9155  0.069
H -3.7323 -1.7014 1.4393  0.069
H -0.4850 0.6171 2.7027  0.114
H 0.9507 -0.3227 1.2051  0.065
H -0.3320 -1.3728 0.5871  0.059
H -4.2132 -0.0644 2.9329  0.063
H -2.7427 0.5480 3.7893  0.068
H -3.4678 1.4229 2.5465  0.065
H 3.2089 2.6332 -5.1352  0.054
H 3.4336 1.1930 -5.0026  0.025
O 3.6512 1.9986 -4.5387  -0.057
H 4.4071 -1.1430 -2.5861  0.021
H 3.7246 0.1867 -2.8368  -0.005
O 3.8663 -0.4828 -2.1752  -0.038

Atoms 1-2, force components in eV/Å:
C 0.972 -0.957 -0.249
C -0.934 0.627 1.377

* F_max: 1.9 eV Å⁻¹
* SMILES: CC(C)=CN.O.O
* orbital gap: 0.290 Ha
* electronic energy: -9942.986 eV
* energy above the lowest of the compared OMol25 structures with the same formula, charge and spin: 1.2109 eV
* charge: 0
* LUMO level: 0.56 eV



6.
Below is 3 unconnected molecules or ions with the total composition C4H13NO2 at a distorted geometry, with properties calculated with wB97M-V/def2-TZVPD.

Each line ends with the Löwdin charge.
Atoms and positions in Å:
N -0.4731 0.8798 1.5821  -0.021
C 0.7288 0.1353 1.1200  -0.256
C -0.3195 -3.2742 -0.5605  -0.102
C 0.0709 -1.8326 -0.2961  -0.162
C 0.3720 -1.3330 0.8988  -0.122
H -1.1627 0.7652 0.8433  0.071
H -0.7997 0.4031 2.4197  0.075
H 1.5951 0.3394 1.7434  0.108
H 1.0083 0.5466 0.1565  0.074
H -1.2230 -3.2203 -1.1734  0.069
H 0.4105 -3.8696 -1.0732  0.061
H -0.6049 -3.7898 0.3528  0.066
H -0.1907 -1.1689 -1.1228  0.094
H 0.0394 -1.8276 1.8285  0.109
H 0.6241 1.6834 -1.5329  0.016
H 0.5394 1.5703 -2.9893  0.037
O 0.0748 1.2320 -2.2153  -0.084
H -0.7533 2.4108 0.3797  0.011
H -0.6604 3.8813 0.1191  0.042
O -0.1617 3.0744 -0.0485  -0.085

Atoms 1-2, force components in eV/Å:
N 0.665 -0.351 0.269
C -0.980 -0.208 -0.998

* F_max: 1.7 eV Å⁻¹
* SMILES: C/C=C/CN.O.O
* orbital gap: 0.359 Ha
* electronic energy: -9942.643 eV
* energy above the lowest of the compared OMol25 structures with the same formula, charge and spin: 1.5536 eV
* charge: 0
* LUMO level: 0.95 eV



7.
Below is 2 unconnected molecules or ions with the total composition C4H13NO2 at a distorted geometry, with properties calculated with wB97M-V/def2-TZVPD.

Each line ends with the Löwdin charge.
Atoms and positions in Å:
C 0.9209 2.5297 -0.3019  -0.068
C -0.6164 2.0448 -0.3911  -0.381
C -1.0321 1.8151 -1.8717  -0.057
N -0.8413 0.8210 0.3577  -0.065
C -0.2715 -0.5173 -0.0130  -0.300
O -0.6090 -1.4392 0.9650  -0.051
H 1.7838 1.8660 -0.6211  0.078
H 1.2224 2.8208 0.6821  0.050
H 1.0226 3.2711 -1.0768  0.051
H -1.1443 2.7620 0.1886  0.116
H -1.3698 0.7891 -1.9491  0.047
H -0.2336 1.8041 -2.6254  0.075
H -1.8154 2.4955 -2.1995  0.068
H -1.5859 0.6895 1.0087  0.098
H 0.7971 -0.3287 -0.1486  0.114
H -0.7337 -0.8411 -0.9522  0.107
H -0.0402 -1.3350 1.7726  0.119
H 0.8802 -6.7398 2.0331  0.030
H 2.0185 -5.8134 2.5359  0.027
O 1.6478 -6.6944 2.6067  -0.057

Atoms 1-2, force components in eV/Å:
C -0.186 -1.437 -1.327
C 2.668 -1.954 -0.224

* F_max: 3.3 eV Å⁻¹
* SMILES: CC(C)NCO.O
* orbital gap: 0.325 Ha
* electronic energy: -9942.546 eV
* energy above the lowest of the compared OMol25 structures with the same formula, charge and spin: 1.6504 eV
* charge: 0
* LUMO level: 0.58 eV



8.
Below is 3 unconnected molecules or ions with the total composition C4H13NO2 at a distorted geometry, with properties calculated with wB97M-V/def2-TZVPD.

Each line ends with the Löwdin charge.
Atoms and positions in Å:
C -2.3712 -1.4271 0.1428  -0.106
C -0.8364 -1.2805 0.2126  -0.242
C -0.4067 0.1233 -0.2015  -0.265
C -0.1041 1.2632 1.7988  -0.080
N -0.8413 1.1428 0.7903  -0.025
H -2.5747 -2.4013 -0.2990  0.062
H -2.8890 -0.6512 -0.4118  0.069
H -2.8089 -1.4799 1.1438  0.068
H -0.4749 -1.4895 1.2221  0.099
H -0.3620 -1.9302 -0.5176  0.099
H 0.6774 0.2205 -0.3143  0.101
H -0.7989 0.4389 -1.1733  0.106
H 0.6907 0.5805 2.1278  0.081
H -0.3985 1.9656 2.5786  0.065
H -1.1639 3.4886 -0.6316  0.005
H -1.2794 4.9845 -0.4425  0.034
O -1.7616 4.2267 -0.8045  -0.072
H 5.3832 -2.6018 -2.3531  0.030
H 6.6113 -2.4201 -1.4055  0.033
O 5.7091 -2.7530 -1.4622  -0.062

Atoms 1-2, force components in eV/Å:
C 0.250 -0.929 0.605
C -0.497 1.026 -0.715

* F_max: 1.5 eV Å⁻¹
* SMILES: C=NCCC.O.O
* orbital gap: 0.386 Ha
* electronic energy: -9942.764 eV
* energy above the lowest of the compared OMol25 structures with the same formula, charge and spin: 1.4327 eV
* charge: 0
* LUMO level: 0.81 eV



Q: The lowest F_max belongs to which entry?
A: C4H13NO



Please write out number 6 again, unchanged.
Below is 3 unconnected molecules or ions with the total composition C4H13NO2 at a distorted geometry, with properties calculated with wB97M-V/def2-TZVPD.

Each line ends with the Löwdin charge.
Atoms and positions in Å:
N -0.4731 0.8798 1.5821  -0.021
C 0.7288 0.1353 1.1200  -0.256
C -0.3195 -3.2742 -0.5605  -0.102
C 0.0709 -1.8326 -0.2961  -0.162
C 0.3720 -1.3330 0.8988  -0.122
H -1.1627 0.7652 0.8433  0.071
H -0.7997 0.4031 2.4197  0.075
H 1.5951 0.3394 1.7434  0.108
H 1.0083 0.5466 0.1565  0.074
H -1.2230 -3.2203 -1.1734  0.069
H 0.4105 -3.8696 -1.0732  0.061
H -0.6049 -3.7898 0.3528  0.066
H -0.1907 -1.1689 -1.1228  0.094
H 0.0394 -1.8276 1.8285  0.109
H 0.6241 1.6834 -1.5329  0.016
H 0.5394 1.5703 -2.9893  0.037
O 0.0748 1.2320 -2.2153  -0.084
H -0.7533 2.4108 0.3797  0.011
H -0.6604 3.8813 0.1191  0.042
O -0.1617 3.0744 -0.0485  -0.085

Atoms 1-2, force components in eV/Å:
N 0.665 -0.351 0.269
C -0.980 -0.208 -0.998

* F_max: 1.7 eV Å⁻¹
* SMILES: C/C=C/CN.O.O
* orbital gap: 0.359 Ha
* electronic energy: -9942.643 eV
* energy above the lowest of the compared OMol25 structures with the same formula, charge and spin: 1.5536 eV
* charge: 0
* LUMO level: 0.95 eV



Q: Which value of F_max does entry 5 give?
A: 1.9 eV Å⁻¹



Q: Which formula does entry 1 have?
A: C4H13NO